DFT (ωB97M-V/def2-TZVPD) results for 8 unconnected molecules or ions with the total composition C17H53N3O8 at a distorted geometry.

Computed properties:
LUMO energy	0.419	eV
highest occupied orbital energy	-9.08	eV
HOMO-LUMO gap	9.50	eV
relative energy (zero: lowest compared OMol25 entry of this formula, charge and spin)	2.6653	eV
electronic energy	-1445.443619	Ha
SMILES	COC[C@H](C)N.COC[C@H](C)N.COC[C@H](C)N.CO.CO.CO.CO.CO
total charge	0

The geometry in XYZ format:
```
81
C17H53N3O8 ωB97M-V/def2-TZVPD
C 2.145 4.164 1.508
O 1.100 4.496 0.598
C 0.185 3.424 0.477
C -1.173 3.819 1.026
C -2.397 3.006 0.530
N -1.585 5.251 0.825
H 2.838 5.005 1.471
H 2.586 3.211 1.217
H 1.788 3.877 2.497
H 0.338 3.119 -0.558
H 0.488 2.620 1.148
H -1.000 3.685 2.094
H -2.551 3.136 -0.541
H -3.282 3.279 1.106
H -2.269 1.934 0.680
H -2.263 5.262 0.077
H -2.130 5.428 1.657
C -6.063 -3.708 -0.358
O -5.327 -2.584 -0.916
C -5.421 -1.368 -0.119
C -4.627 -0.273 -0.845
C -3.055 -0.488 -0.808
N -5.036 1.077 -0.390
H -5.631 -4.106 0.561
H -6.029 -4.527 -1.076
H -7.056 -3.344 -0.094
H -6.459 -1.057 -0.242
H -5.388 -1.410 0.970
H -4.866 -0.354 -1.906
H -2.716 -1.494 -1.056
H -2.591 -0.273 0.154
H -2.578 0.116 -1.580
H -6.017 1.183 -0.605
H -4.547 1.730 -0.986
C 0.414 -0.098 -2.405
O 1.116 0.000 -1.179
C 1.816 -1.168 -0.778
C 2.124 -1.004 0.726
C 0.843 -1.200 1.539
N 2.601 0.315 1.072
H -0.287 0.695 -2.664
H -0.101 -1.053 -2.514
H 1.074 -0.054 -3.271
H 1.210 -2.062 -0.921
H 2.762 -1.282 -1.307
H 2.798 -1.806 1.026
H 0.314 -2.090 1.198
H 0.108 -0.396 1.530
H 1.151 -1.458 2.553
H 3.293 0.572 0.383
H 1.918 0.990 0.757
C 4.048 1.946 3.965
O 2.711 1.552 3.716
H 4.518 2.308 3.050
H 4.369 2.594 4.781
H 4.522 0.980 4.140
H 2.725 0.956 2.964
C 3.406 -5.219 -1.026
O 2.807 -6.385 -1.543
H 4.488 -5.239 -1.161
H 2.938 -4.273 -1.298
H 3.412 -5.213 0.064
H 1.918 -6.431 -1.184
C -3.127 0.461 -5.162
O -4.319 0.220 -4.434
H -3.130 1.139 -6.016
H -2.382 0.948 -4.532
H -2.761 -0.523 -5.456
H -4.534 1.016 -3.942
C 4.045 2.071 -1.354
O 4.864 1.056 -0.788
H 3.540 1.533 -2.155
H 3.294 2.403 -0.637
H 4.521 2.964 -1.759
H 5.791 1.026 -1.038
C 3.098 -3.827 3.051
O 4.012 -4.836 2.688
H 2.314 -3.753 2.297
H 2.487 -4.130 3.901
H 3.461 -2.805 3.160
H 4.402 -5.280 3.444
```



DFT (ωB97M-V/def2-TZVPD) results for a gas-phase ion, C4H9N2 (charge +1) at a distorted geometry.

Computed properties:
LUMO energy (alpha / beta)	-4.586 / -4.623	eV
highest occupied orbital energy (alpha / beta)	-11.83 / -11.84	eV
HOMO-LUMO gap (alpha / beta)	7.25 / 7.22	eV
relative energy (zero: lowest compared OMol25 entry of this formula, charge and spin)	4.5002	eV
electronic energy	-266.933905	Ha
total charge	+1

The geometry in XYZ format:
```
15
C4H9N2 ωB97M-V/def2-TZVPD
C -1.050 0.786 -0.404
C -2.860 -0.608 0.651
C 1.107 -0.379 0.036
C 2.567 -0.135 0.203
N -2.220 0.158 -0.198
N 0.329 0.636 -0.248
H -1.403 1.566 -1.051
H -3.901 -0.806 0.502
H -2.430 -0.789 1.611
H 0.692 -1.400 0.385
H 2.658 -0.307 1.254
H 2.888 0.901 0.212
H 3.318 -0.693 -0.324
H -2.827 0.198 -0.932
H 0.874 1.411 -0.689
```



DFT (ωB97M-V/def2-TZVPD) results for a single C4H6O molecule at a distorted geometry.

Computed properties:
LUMO energy	0.918	eV
highest occupied orbital energy	-9.93	eV
HOMO-LUMO gap	10.85	eV
relative energy (zero: lowest compared OMol25 entry of this formula, charge and spin)	3.5636	eV
electronic energy	-231.092759	Ha
SMILES	C#COCC
total charge	0

The geometry in XYZ format:
```
11
C4H6O ωB97M-V/def2-TZVPD
C 2.728 -0.590 0.064
C 1.699 -0.013 0.005
O 0.556 1.002 -0.180
C -0.556 0.660 0.494
C -1.491 -0.214 -0.434
H 3.492 -1.326 -0.114
H -0.203 0.163 1.370
H -1.148 1.583 0.756
H -1.096 -0.180 -1.395
H -1.372 -1.230 -0.135
H -2.608 0.145 -0.432
```



DFT (ωB97M-V/def2-TZVPD) results for 2 unconnected molecules or ions with the total composition C2H4NO2P at a distorted geometry.

Computed properties:
LUMO energy (alpha / beta)	0.520 / -2.388	eV
highest occupied orbital energy (alpha / beta)	-6.48 / -10.46	eV
HOMO-LUMO gap (alpha / beta)	7.00 / 8.07	eV
relative energy (zero: lowest compared OMol25 entry of this formula, charge and spin)	1.8774	eV
<S²>	2.010
electronic energy	-625.006097	Ha
multiplicity	3
total charge	0

The geometry in XYZ format:
```
10
C2H4NO2P ωB97M-V/def2-TZVPD
C -0.835 0.334 1.425
C -0.961 -0.897 0.630
N -1.974 -0.120 1.493
O -0.246 -1.687 -1.776
O 1.569 1.102 -0.852
P -0.854 -0.554 -1.132
H -0.236 1.261 1.748
H -0.651 -1.879 1.038
H 1.667 1.625 -1.603
H 2.521 0.815 -0.971
```



DFT (ωB97M-V/def2-TZVPD) results for a molecular structure, C28H24FeN4O4.

Computed properties:
LUMO energy (alpha / beta)	-3.610 / -4.164	eV
highest occupied orbital energy (alpha / beta)	-11.39 / -11.64	eV
HOMO-LUMO gap (alpha / beta)	7.78 / 7.47	eV
relative energy (zero: lowest compared OMol25 entry of this formula, charge and spin)	0.0000	eV
<S²>	8.758
electronic energy	-2864.851878	Ha
multiplicity	6
total charge	+1

The geometry in XYZ format:
```
61
C28H24FeN4O4 ωB97M-V/def2-TZVPD
Fe 0.346 -0.572 0.263
C -1.401 -0.032 2.717
N -0.036 -0.574 2.556
C 0.853 0.175 3.457
C -0.057 -2.007 2.925
C -0.726 -2.784 1.827
C -1.579 -3.846 2.092
C -2.166 -4.539 1.044
C -1.900 -4.177 -0.267
C -1.054 -3.107 -0.536
C -0.461 -2.394 0.508
H -1.726 -0.166 3.753
H -2.089 -0.555 2.057
H -1.407 1.033 2.494
H 0.512 0.087 4.493
H 0.860 1.224 3.170
H 1.862 -0.225 3.409
H -0.575 -2.147 3.880
H 0.978 -2.331 3.064
H -1.788 -4.136 3.115
H -2.834 -5.363 1.252
H -2.360 -4.724 -1.080
H -0.849 -2.855 -1.568
C -0.282 -0.474 -4.156
C -0.485 -0.510 -2.771
N 0.520 -0.583 -1.915
C 1.780 -0.613 -2.393
C 2.081 -0.587 -3.754
C 0.997 -0.514 -4.647
C 3.456 -0.635 -4.172
C 4.449 -0.698 -3.264
C 4.164 -0.708 -1.854
C 5.165 -0.750 -0.870
C 4.808 -0.741 0.453
C 3.453 -0.692 0.788
N 2.485 -0.654 -0.112
C 2.837 -0.663 -1.422
H -1.135 -0.414 -4.815
H -1.478 -0.475 -2.346
H 1.184 -0.489 -5.713
H 3.675 -0.622 -5.231
H 5.484 -0.739 -3.578
H 6.206 -0.788 -1.165
H 5.549 -0.771 1.238
H 3.157 -0.681 1.825
O 0.362 1.558 0.597
C -0.825 1.582 0.170
O -1.354 0.496 -0.226
C -1.616 2.841 0.156
C -1.053 4.025 -0.308
C -1.800 5.193 -0.314
C -3.101 5.192 0.168
C -3.626 4.004 0.639
C -2.919 2.820 0.631
N -5.007 3.993 1.172
O -5.659 5.005 1.048
O -5.389 2.968 1.697
H -0.030 4.030 -0.660
H -1.367 6.111 -0.685
H -3.705 6.087 0.183
H -3.385 1.911 0.983
```



DFT (ωB97M-V/def2-TZVPD) results for a molecular structure, C10H36Na3O12V at a distorted geometry.

Computed properties:
LUMO energy (alpha / beta)	-4.875 / -5.003	eV
highest occupied orbital energy (alpha / beta)	-10.69 / -11.03	eV
HOMO-LUMO gap (alpha / beta)	5.81 / 6.03	eV
<S²>	3.765
electronic energy	-2736.158546	Ha
multiplicity	4
total charge	+1

The geometry in XYZ format:
```
62
C10H36Na3O12V ωB97M-V/def2-TZVPD
Na 3.682 1.769 -2.032
Na 2.758 -1.713 2.279
Na 3.680 -1.627 -0.802
V 5.048 1.436 1.386
O 4.853 -0.282 2.810
C 4.500 0.476 3.969
C 3.641 1.683 3.744
O 4.032 2.611 2.784
H 5.462 0.869 4.338
H 4.044 -0.222 4.680
H 3.421 2.166 4.711
H 2.583 1.402 3.518
O 1.275 -1.819 0.007
C 0.937 -0.493 -0.269
C 1.815 0.603 0.349
O 3.242 0.628 0.196
H -0.111 -0.252 -0.032
H 0.900 -0.355 -1.374
H 1.670 0.682 1.439
H 1.388 1.550 -0.014
O -0.465 -3.612 -1.471
H -0.258 -4.339 -0.873
H 0.037 -2.852 -1.120
O 0.462 -2.174 -3.790
H 0.042 -2.650 -3.051
H 0.077 -2.566 -4.579
O -0.856 -3.281 1.687
H -0.223 -2.890 1.064
H -1.613 -2.688 1.667
O 1.970 -4.504 -0.200
H 2.861 -4.560 0.158
H 1.701 -3.569 -0.097
O 0.700 4.079 -0.218
H 0.110 4.640 -0.734
H 1.291 3.679 -0.860
O 2.683 -0.293 -3.618
H 1.956 -0.959 -3.617
H 3.098 -0.387 -4.482
C -5.016 -0.396 -2.665
C -3.840 0.484 -2.318
C -2.476 -0.070 -2.742
O -4.039 1.764 -2.956
H -4.777 -1.376 -2.236
H -5.177 -0.533 -3.734
H -5.960 -0.059 -2.243
H -3.822 0.694 -1.243
H -2.216 0.236 -3.758
H -2.451 -1.152 -2.630
H -1.723 0.420 -2.118
H -3.225 2.044 -3.381
C -1.574 2.179 1.107
C -2.589 1.882 2.198
C -2.792 0.376 2.333
O -2.041 2.359 3.430
H -0.692 1.552 1.245
H -1.346 3.236 1.061
H -2.048 1.812 0.190
H -3.504 2.425 1.938
H -3.675 0.003 2.851
H -1.853 -0.092 2.627
H -3.027 0.027 1.313
H -2.529 1.999 4.175
```



Which value of total charge does entry 1 give? 0



Which value of total charge does entry 6 give? +1